1.
115
Properties=species:S:1:pos:R:3:forces:R:3 method="wB97M-V/def2-TZVPD" e_above_lowest_kcal_mol=16.3 spin_multiplicity=2 e_lumo_ha=0.132 e_tot_ev=-113768.045 charge=-2 s_squared=0.75 gap_ha=0.232
Yb 2.1377 0.5766 0.5282 -0.183 -0.321 -0.075
O -1.3870 0.2173 2.9072 1.781 0.653 0.231
C -0.1916 0.5299 2.8013 -0.651 -1.745 1.268
O 0.3895 0.9971 1.7785 0.521 0.546 -2.343
C 0.8796 0.3466 3.9572 -1.766 -0.213 0.685
C 1.8919 1.4741 3.8824 1.034 -0.816 -0.274
C 2.5793 1.6963 5.2404 0.494 -0.915 -1.936
C 3.3750 0.3530 5.3812 0.721 0.626 0.303
C 3.1603 -0.3939 4.0582 -0.065 1.694 -1.594
O 3.0067 0.8137 3.0618 -0.766 -0.581 1.763
C 1.7504 -0.9978 3.9930 0.709 1.238 -0.843
C 1.5525 -1.8555 2.7216 -1.819 -1.552 0.517
O 0.8003 -2.8437 2.8583 0.849 0.744 -0.020
O 2.0812 -1.5258 1.6068 0.312 1.343 -0.081
H 0.2777 0.4356 4.8821 0.409 -0.171 -0.211
H 1.5330 2.3750 3.3773 0.343 -0.293 0.113
H 3.2058 2.5668 5.1108 0.370 0.156 0.300
H 1.8724 1.8621 6.0155 -0.600 0.133 0.702
H 4.4446 0.5507 5.5875 -0.443 -0.085 -0.305
H 3.0178 -0.2051 6.2425 -0.167 -0.312 -0.031
H 4.0039 -1.0217 3.6805 -0.798 0.529 0.340
H 1.5940 -1.5685 4.9075 -0.413 -0.179 -0.293
C 4.1062 4.8146 -0.0656 1.816 -0.574 0.721
C 3.5709 3.4410 -0.3039 -1.252 1.157 -2.097
C 4.2425 2.9071 -1.5814 0.362 -1.994 0.502
O 3.6903 2.5478 0.7824 0.079 -0.981 0.876
C 2.0295 3.5442 -0.6577 -0.830 1.065 0.759
O 1.3941 4.6288 -0.6840 1.501 -2.420 -0.342
O 1.5729 2.3473 -0.8252 -0.481 -0.260 0.586
H 5.2222 4.7961 -0.0341 -0.619 -0.026 0.150
H 3.7311 5.1800 0.8615 -0.350 0.625 0.688
H 3.8296 5.4467 -0.8749 -0.447 0.562 -0.504
H 5.3449 2.9166 -1.4568 -0.455 -0.004 -0.011
H 3.9943 3.6183 -2.3688 -0.094 -0.320 -0.204
H 3.9348 1.8178 -1.8412 0.239 1.907 0.265
H 3.4334 2.9832 1.6305 -0.015 0.120 -0.545
O 3.3987 -1.1217 -0.6793 1.206 -1.357 0.428
O 2.5143 -0.4413 -1.5396 -1.441 1.655 0.118
N -0.1441 4.3944 2.5738 0.625 0.109 -0.291
C 1.0429 4.8829 3.0761 0.938 -0.403 0.627
O 2.1259 4.3797 2.6857 -0.724 0.420 0.014
C 1.0373 5.8841 4.1878 -0.864 -2.049 -2.089
C 2.2014 6.2299 4.8092 3.311 0.791 0.713
N 3.2477 6.5386 5.2381 -1.360 -0.405 -0.214
C -0.1366 6.4187 4.6443 -3.901 1.950 0.805
N -1.1722 6.9136 4.9481 2.337 -1.275 -0.545
H -0.1025 3.8505 1.6966 0.047 0.580 0.870
H -1.0145 4.8212 2.8403 -0.004 0.056 -0.055
C 4.1550 -1.9678 -1.5064 0.760 -0.517 0.299
C 3.3499 -2.8089 -2.4571 -0.765 -0.518 -0.348
C 3.3387 -2.5159 -3.8225 -0.631 0.293 0.161
C 2.4008 -3.0719 -4.6818 -0.524 -1.109 -0.512
C 1.4965 -4.0835 -4.2144 2.115 1.581 0.579
C 1.6308 -4.4561 -2.8741 -1.779 -0.211 0.472
C 2.5127 -3.8173 -2.0026 -0.123 0.186 0.496
C 0.3834 -4.4544 -5.0162 -3.749 -0.194 -1.809
N -0.6378 -4.5732 -5.6075 3.446 0.064 1.718
H 4.8012 -1.3746 -2.1338 0.500 0.544 -0.189
H 4.7964 -2.6248 -0.8828 -0.449 0.465 0.022
H 3.9483 -1.6774 -4.1106 0.149 0.096 -0.491
H 2.2966 -2.7916 -5.7431 0.277 0.147 0.697
H 0.7910 -5.0680 -2.4825 0.967 0.089 -0.021
H 2.4706 -3.9442 -0.9082 -0.183 -0.324 -0.629
C -4.8711 2.0790 0.7798 -0.031 -0.495 -1.484
C -3.6954 2.3528 -0.2046 -1.147 0.067 -0.723
C -3.9725 1.5472 -1.4949 -0.285 1.150 -0.305
C -4.1372 0.0765 -1.2414 1.006 -2.594 0.333
C -5.2628 -0.2653 -0.2479 -0.190 0.072 0.231
C -5.0189 0.5906 1.0269 -0.537 -1.644 0.625
P -2.4006 -0.7161 -0.6709 -0.250 -0.023 0.284
C -1.4834 -0.7590 -2.3267 0.482 0.159 -0.868
C -1.1084 0.6367 -2.9886 -1.045 -0.434 -0.450
C -0.1526 0.4406 -4.2210 -0.032 0.438 1.186
C -0.7423 -0.5476 -5.2497 -0.596 -0.471 0.582
C -2.1040 -1.1599 -4.8307 0.092 0.559 -0.209
C -2.0347 -1.7157 -3.4156 -2.527 -0.670 0.299
C -2.7188 -2.6660 -0.3595 -0.990 1.094 -1.182
C -3.4870 -2.9896 0.9193 -1.538 1.756 1.878
C -2.9706 -4.1260 1.8136 0.466 -0.936 -1.509
C -2.5984 -5.3287 0.9143 1.044 -0.418 0.147
C -1.5105 -4.9103 -0.1173 -0.517 -0.365 -1.140
C -1.4125 -3.4060 -0.3205 0.698 0.867 1.898
H -5.8328 2.4262 0.3436 0.527 0.239 0.132
H -4.6791 2.5910 1.6864 -0.017 0.537 1.054
H -2.7160 2.0669 0.1954 -0.263 0.141 0.213
H -3.7064 3.4242 -0.4957 0.279 -0.482 0.381
H -3.2003 1.7447 -2.2475 -0.197 -0.088 0.454
H -4.9039 1.9708 -1.9574 0.377 -0.432 0.355
H -4.2848 -0.5071 -2.1452 -0.385 0.256 -0.544
H -5.3710 -1.3708 -0.0257 0.653 1.222 -0.067
H -6.2540 -0.0573 -0.6993 0.321 0.444 0.047
H -4.0799 0.2318 1.4455 0.223 -0.023 0.190
H -5.7873 0.3100 1.7973 0.432 0.611 -0.576
H -0.5389 -1.2017 -2.0506 0.659 0.048 0.426
H -0.6810 1.3626 -2.2737 -0.098 -0.469 -0.180
H -2.0728 1.0912 -3.3800 1.255 -0.469 0.301
H 0.8585 0.1662 -3.8309 -0.743 -0.220 -0.336
H -0.0020 1.4467 -4.6309 -0.116 -0.185 -0.219
H -0.1018 -1.4063 -5.3925 0.498 -0.335 0.215
H -0.8403 -0.1678 -6.2466 -0.010 0.765 -0.575
H -2.3237 -1.9833 -5.5341 -0.089 0.326 0.276
H -2.9772 -0.4512 -4.8571 0.972 -0.305 -0.294
H -1.5991 -2.7485 -3.4613 -0.044 0.952 0.450
H -3.1425 -1.8499 -3.1627 1.280 -0.409 -0.205
H -3.3710 -2.9217 -1.2274 0.590 -0.375 0.365
H -4.5212 -3.1960 0.6648 -0.332 -0.115 -0.140
H -3.5565 -2.0638 1.5911 0.195 -1.049 -0.826
H -3.6529 -4.5327 2.5730 -0.023 0.874 -0.051
H -2.0753 -3.7065 2.2289 0.563 -0.294 0.902
H -3.4689 -5.6879 0.3665 -0.303 0.234 -0.072
H -2.2741 -6.2384 1.4828 -0.055 0.856 -0.155
H -1.7842 -5.3190 -1.1231 0.117 -0.027 0.644
H -0.4835 -5.2617 0.0631 -0.410 -0.145 0.424
H -0.8686 -3.2362 -1.2081 0.910 0.315 -1.014
H -0.8291 -2.9514 0.5482 -0.375 -0.510 -1.058

=====

2.
111
Properties=species:S:1:pos:R:3:forces:R:3 method="wB97M-V/def2-TZVPD" e_above_lowest_kcal_mol=0.0 spin_multiplicity=2 e_lumo_ha="-0.229 / -0.288" e_tot_ev=-213050.898 charge=+2 s_squared=0.76 gap_ha="0.261 / 0.201"
Ti -1.2830 0.2688 -0.1839 0.222 -0.435 -0.417
C -3.0379 -2.1051 1.8072 -0.052 -0.030 0.024
C -3.8932 -1.1299 1.0205 0.200 -0.005 -0.051
C -4.5993 -1.7969 -0.1430 -0.042 -0.016 0.049
C -4.8521 -0.3730 1.9228 -0.019 -0.025 0.047
O -2.9481 -0.1255 0.4523 -0.346 0.315 0.084
Ge -3.7970 1.4848 -0.6413 -0.104 0.039 0.195
O -1.8295 2.1049 -0.1945 -0.252 0.160 -0.031
C -1.5853 3.5644 -0.0376 0.011 -0.086 0.035
C -0.7430 3.7718 1.2122 -0.010 0.017 -0.041
C -0.8740 4.0655 -1.2842 -0.013 -0.018 0.054
C -2.9212 4.2769 0.1139 0.032 0.018 0.000
O -3.0512 0.6660 -2.0586 -0.008 0.048 0.005
C -3.7026 0.7422 -3.3699 0.047 -0.062 0.070
C -5.0972 0.1438 -3.2597 -0.025 -0.014 -0.050
C -3.7605 2.2011 -3.8002 0.003 0.004 -0.014
C -2.8509 -0.0742 -4.3215 -0.063 -0.014 -0.002
H -2.4370 -2.7210 1.1396 0.055 -0.014 -0.022
H -2.3842 -1.5810 2.5066 -0.048 0.033 0.012
H -3.6858 -2.7679 2.3804 0.004 -0.031 -0.007
H -5.2573 -2.5737 0.2457 -0.033 -0.032 -0.015
H -5.2187 -1.0873 -0.6954 -0.006 -0.011 0.055
H -3.8880 -2.2536 -0.8321 0.009 0.023 0.037
H -5.4614 -1.0921 2.4704 -0.020 0.011 -0.010
H -4.3123 0.2333 2.6510 0.022 -0.035 0.013
H -5.5330 0.2675 1.3592 0.038 -0.005 -0.018
H 0.0936 3.0750 1.2564 0.006 0.001 -0.016
H -0.3403 4.7848 1.2043 0.006 0.027 0.012
H -1.3318 3.6498 2.1192 -0.014 -0.004 -0.015
H 0.1671 3.7490 -1.3016 0.022 -0.004 0.014
H -1.3794 3.7217 -2.1865 -0.034 -0.009 -0.015
H -0.8803 5.1547 -1.2886 0.011 0.031 0.003
H -3.5054 3.8719 0.9413 0.003 -0.007 0.010
H -2.7307 5.3280 0.3312 0.004 0.009 -0.004
H -3.5159 4.2408 -0.8029 0.008 0.004 0.000
H -5.7158 0.6836 -2.5354 0.006 0.018 -0.006
H -5.6082 0.2047 -4.2202 -0.012 -0.009 -0.022
H -5.0442 -0.9047 -2.9665 0.007 0.018 -0.024
H -4.4129 2.7903 -3.1474 0.007 -0.013 0.031
H -2.7624 2.6411 -3.7927 0.021 -0.001 -0.012
H -4.1621 2.2869 -4.8093 -0.010 -0.002 -0.023
H -2.7632 -1.1015 -3.9672 0.021 -0.017 0.018
H -3.3092 -0.0937 -5.3103 -0.008 0.003 -0.014
H -1.8603 0.3658 -4.4188 0.080 0.025 -0.001
F -1.0723 -3.3078 -3.9583 -0.004 0.004 0.013
C 0.1976 -2.8830 -3.9597 -0.027 -0.004 0.027
F 0.7063 -3.1169 -5.1703 0.023 0.022 -0.021
F 0.8798 -3.6322 -3.0780 -0.006 0.017 0.004
C 0.2855 -1.4173 -3.6019 0.035 -0.019 -0.012
C 0.8624 -0.5073 -4.4645 -0.030 0.069 0.007
C 0.9237 0.8403 -4.1109 -0.045 -0.060 0.057
C 0.4222 1.2202 -2.8869 0.137 -0.039 0.014
N -0.0873 0.3311 -2.0213 -0.234 0.027 -0.235
C -0.1956 -0.9627 -2.3711 0.223 -0.211 0.057
S -0.9208 -1.9281 -1.1150 -0.132 0.166 -0.169
H 1.2529 -0.8441 -5.4149 0.012 -0.004 -0.018
H 1.3542 1.5755 -4.7730 0.010 0.018 -0.030
H 0.4508 2.2472 -2.5607 -0.026 0.014 -0.015
C 3.6506 -6.1457 -0.3560 0.002 -0.024 -0.018
C 3.0772 -4.7815 -0.1286 -0.034 -0.001 0.023
C 2.0882 -4.5724 0.8253 -0.006 0.009 -0.028
C 1.5435 -3.3203 1.0693 0.113 0.030 -0.010
C 0.5172 -3.1862 2.1531 -0.057 0.041 0.056
C 2.0525 -2.2429 0.3335 0.009 0.010 -0.139
As 1.5625 -0.4109 0.5453 0.200 -0.041 0.680
N -0.0831 0.0168 1.2848 0.236 0.132 -0.051
C -0.2524 0.4212 2.6469 0.102 -0.019 -0.096
C -1.4041 1.1147 3.0174 -0.108 0.036 -0.022
C -1.6103 1.4673 4.3398 0.062 -0.041 0.030
C -0.6693 1.1483 5.3101 -0.015 -0.001 -0.063
C 0.4743 0.4561 4.9441 -0.019 0.010 -0.030
C 0.6789 0.0873 3.6238 0.057 -0.122 0.011
C 3.0083 0.5715 1.3542 0.040 0.110 -0.169
C 3.8918 0.0129 2.2945 0.000 0.122 -0.009
C 3.8215 -1.3750 2.8703 -0.040 -0.084 -0.051
C 4.9399 0.8142 2.7396 -0.068 -0.037 0.005
C 5.1504 2.1058 2.2830 -0.015 0.020 -0.012
C 6.2938 2.9319 2.7871 0.012 0.011 0.008
C 4.2789 2.6153 1.3239 -0.027 -0.065 -0.001
C 3.2234 1.8654 0.8386 0.080 -0.066 0.093
C 2.4050 2.4244 -0.2884 -0.100 0.050 -0.088
C 3.0252 -2.4176 -0.6740 -0.063 -0.092 0.019
C 3.5169 -1.2960 -1.5528 -0.012 0.066 -0.005
C 3.5256 -3.6920 -0.8719 -0.018 0.046 0.018
H 2.9872 -6.9227 0.0166 -0.009 -0.022 0.006
H 4.6051 -6.2434 0.1642 0.019 0.001 0.009
H 3.8364 -6.3218 -1.4144 0.005 -0.005 -0.012
H 1.7207 -5.4153 1.3982 -0.010 -0.021 0.016
H -0.1746 -4.0266 2.1170 -0.027 -0.009 0.015
H -0.0575 -2.2665 2.0823 -0.040 -0.010 -0.018
H 0.9956 -3.2086 3.1365 -0.019 -0.007 -0.013
H -2.1466 1.3811 2.2747 0.089 -0.021 0.059
H -2.5106 1.9999 4.6125 -0.038 0.025 0.022
H -0.8306 1.4307 6.3396 -0.009 0.010 0.050
H 1.2101 0.1875 5.6884 0.027 -0.006 0.040
H 1.5627 -0.4817 3.3652 -0.170 0.109 0.055
H 2.8245 -1.8075 2.8758 0.043 -0.019 -0.019
H 4.1894 -1.3621 3.8953 0.002 -0.027 -0.004
H 4.4581 -2.0539 2.2994 -0.001 -0.025 -0.025
H 5.6118 0.4056 3.4842 0.025 -0.012 0.018
H 6.8271 2.4295 3.5901 0.013 -0.011 0.014
H 5.9414 3.8944 3.1566 -0.010 0.026 0.006
H 7.0009 3.1323 1.9816 0.020 0.009 -0.016
H 4.4407 3.6131 0.9354 0.000 0.036 -0.014
H 2.5217 3.5063 -0.3468 -0.007 -0.013 -0.005
H 1.3384 2.2155 -0.1741 0.035 -0.020 -0.016
H 2.7287 2.0031 -1.2455 -0.002 -0.002 0.023
H 2.6895 -0.7435 -2.0125 0.036 -0.005 0.033
H 4.1216 -1.6965 -2.3644 0.011 0.004 0.007
H 4.1400 -0.5858 -1.0029 -0.007 0.014 0.017
H 4.2680 -3.8486 -1.6443 0.030 -0.005 -0.020

=====

Question: What is the charge in the second record?
Answer: +2

=====

Question: The highest charge belongs to which entry?
Answer: C42H57AsF3GeN2O3STi

=====

Question: The highest charge belongs to which entry?
Answer: C42H57AsF3GeN2O3STi